No. 1
10
Properties=species:S:1:pos:R:3 method="wB97M-V/def2-TZVPD" relative_energy_ev=2.152 e_tot_ha=-644.4652
C -0.4307 -0.1625 -0.3874
N 0.3370 -1.4888 -0.1461
O 0.0767 2.3781 0.2511
O 1.8997 0.6329 0.3942
S 0.9056 1.1086 -0.5031
H -1.1185 -0.1436 0.4607
H -1.0593 -0.2044 -1.2864
H 0.8378 -1.7354 -1.0720
H 0.6898 3.0261 0.7586
H 1.1803 -1.2314 0.3503

=====

No. 2
10
Properties=species:S:1:pos:R:3 method="wB97M-V/def2-TZVPD" relative_energy_ev=2.347 e_tot_ha=-644.4580
C -0.7950 -0.4178 2.1649
N 0.4244 0.7176 -3.5385
O 1.5677 0.1958 -1.2835
O -0.6605 -0.2138 0.7305
S 0.5621 -0.1327 -2.3250
H -1.2689 -1.3146 2.3522
H 0.2072 -0.5624 2.5567
H -1.2589 0.4308 2.5148
H 0.8937 1.5636 -3.6220
H 0.3281 -0.2665 0.4499

=====

No. 3
11
Properties=species:S:1:pos:R:3 method="wB97M-V/def2-TZVPD" relative_energy_ev=5.347 e_tot_ha=-1042.5410
C 0.7998 -0.8629 -0.3745
N 0.2484 1.5952 0.5105
O -1.4020 -0.2411 0.8161
O -1.0573 0.7085 -1.4674
S 1.1606 -1.7451 1.0172
S -0.5372 0.2840 -0.2061
H 1.5165 -0.7622 -1.1631
H -0.9279 -1.8688 -1.6805
H -0.3840 2.0688 1.1365
H 0.5790 2.2312 -0.1963
H 0.0042 -1.4076 1.6076

=====

No. 4
11
Properties=species:S:1:pos:R:3 method="wB97M-V/def2-TZVPD" relative_energy_ev=2.661 e_tot_ha=-719.6866
C 3.4914 -0.2385 -0.3780
N -2.8921 -0.5701 -0.3749
O -1.6523 1.2892 1.1381
O -0.3376 -0.1823 -0.4631
O 4.1044 0.6653 0.1533
S -1.6322 0.5521 -0.4172
H 3.7492 -1.2599 -0.1657
H 2.4505 -0.1910 -0.7898
H -2.7198 -1.4998 -0.1432
H -3.7231 -0.1688 0.1088
H -0.8383 1.6039 1.3316

=====

No. 5
9
Properties=species:S:1:pos:R:3 method="wB97M-V/def2-TZVPD" relative_energy_ev=5.094 smiles="C[S@H](=N)=O" e_tot_ha=-569.1010
C -0.9442 0.2111 0.6544
N 0.4120 0.0364 -1.7822
O 1.4341 -1.2061 0.5873
S 0.5709 0.1605 -0.2678
H -0.3767 -0.0915 1.6494
H -1.2518 1.1760 0.8303
H -1.6231 -0.6092 0.3634
H 0.5427 -0.9088 -2.1221
H 1.2361 1.2316 0.0872

=====

No. 6
9
Properties=species:S:1:pos:R:3 method="wB97M-V/def2-TZVPD" relative_energy_ev=2.209 smiles="C=O.NS" e_tot_ha=-569.2070
C -0.3069 -2.0971 -0.3440
N -0.2519 1.4880 0.5694
O 0.6384 -1.6084 -0.9073
S 1.1145 1.4864 -0.5021
H -0.2245 2.1789 1.3374
H -0.3471 -3.0567 0.1374
H -1.0955 -1.3935 -0.0027
H -0.1751 0.4988 0.9368
H 0.6481 2.5036 -1.2251

=====

No. 7
9
Properties=species:S:1:pos:R:3 method="wB97M-V/def2-TZVPD" relative_energy_ev=2.117 e_tot_ha=-460.4843
C -3.4752 -0.1129 -0.3606
N -3.0375 -0.8943 -1.0721
O -0.5945 1.5159 0.0159
Si 0.6312 1.5893 -0.8277
H -3.9624 0.6677 0.1388
H 3.8563 -2.5665 2.4166
H 4.1602 -3.3957 2.4578
H 0.9190 0.4405 -1.6694
H 1.5030 2.7560 -1.0994

=====

No. 8
9
Properties=species:S:1:pos:R:3 method="wB97M-V/def2-TZVPD" relative_energy_ev=0.914 smiles="NC(=O)[SiH3]" e_tot_ha=-460.5285
C -0.9410 0.0228 0.3128
N -0.5956 0.6126 1.4373
O -2.0788 -0.1798 -0.1219
Si 0.9370 -0.3212 -1.0226
H -1.3454 0.8744 2.1004
H 0.3378 0.3762 1.7013
H 1.8969 -1.3330 -0.6736
H 0.3040 -1.0957 -2.0952
H 1.4851 1.0439 -1.6385

=====

No. 9
9
Properties=species:S:1:pos:R:3 method="wB97M-V/def2-TZVPD" relative_energy_ev=2.563 e_tot_ha=-778.4197
C 0.4897 0.5508 -0.0440
N 0.4643 1.7901 -0.0122
P 1.4041 -0.9836 -0.0666
P -1.8009 -0.5469 0.0522
H -0.3797 2.2944 0.0804
H 0.7048 -1.2847 1.2335
H 2.6806 -0.4789 0.6575
H -2.4879 0.0706 -1.0583
H -1.0751 -1.4117 -0.8424

=====

No. 10
8
Properties=species:S:1:pos:R:3 method="wB97M-V/def2-TZVPD" relative_energy_ev=0.846 smiles="C=S.N" e_tot_ha=-493.9788
C 0.5782 1.6824 -0.5150
N -0.6994 -1.8295 0.2771
S -0.7623 1.5693 0.3649
H 0.1487 -2.0171 -0.2177
H 1.6363 1.5571 0.0593
H 0.4629 1.8499 -1.4983
H -0.5003 -1.9818 1.2698
H -0.8642 -0.8305 0.2601

=====

No. 11
8
Properties=species:S:1:pos:R:3 method="wB97M-V/def2-TZVPD" relative_energy_ev=0.485 smiles="C=N.S" e_tot_ha=-493.9921
S -1.5133 -1.2842 2.1494
H -1.6481 -0.6853 0.9624
C 0.7665 0.7441 -1.2973
N 1.4625 0.0077 -0.5407
H -0.1651 1.1656 -0.9280
H 1.0199 0.9664 -2.3306
H -2.1779 -0.5169 3.0180
H 2.2555 -0.3974 -1.0332

=====

No. 12
9
Properties=species:S:1:pos:R:3 method="wB97M-V/def2-TZVPD" relative_energy_ev=0.369 smiles=N#C[SiH2][SiH3] e_tot_ha=-674.7668
C 2.1114 0.0486 -0.1274
N 3.0041 -0.6827 -0.0964
Si -1.3121 -0.6082 -0.1613
Si 0.4590 0.8795 -0.0878
H -1.4472 -1.9083 -0.7940
H -0.7942 -0.9992 1.2143
H -2.7305 -0.2511 0.1738
H 0.3356 1.5187 1.1419
H 0.3739 2.0028 -1.2629

=====

No. 13
8
Properties=species:S:1:pos:R:3 method="wB97M-V/def2-TZVPD" relative_energy_ev=0.347 charge=-1 e_tot_ha=-191.5594
O 1.0889 0.9211 -0.8407
H 0.8989 1.8343 -1.0804
C -1.0629 -0.5559 0.1149
O 0.1040 -0.4991 0.8758
H -1.1294 -1.4624 -0.5315
H -1.9148 -0.6080 0.8348
H -1.1851 0.2276 -0.6163
H 0.6823 0.3521 0.1967

=====

No. 14
8
Properties=species:S:1:pos:R:3 method="wB97M-V/def2-TZVPD" relative_energy_ev=1.226 multiplicity=2 e_tot_ha=-191.4484 s_squared=0.76
C -0.8899 -0.5507 0.0085
O -0.3485 0.6666 -0.3331
H -1.7674 -0.4710 0.6545
H -0.2077 -1.2863 0.4390
H -1.2821 -1.0620 -0.8897
H 1.8115 1.1165 0.7037
H 0.7609 0.7983 -0.3797
O 1.9232 0.7886 -0.2032

=====

No. 15
9
Properties=species:S:1:pos:R:3 method="wB97M-V/def2-TZVPD" relative_energy_ev=1.325 e_tot_ha=-532.8802
C -1.1662 -0.2792 -0.2958
O 2.5377 0.3760 -0.4779
O 0.1318 -0.0722 -0.8535
P 1.2867 0.3651 0.1671
H -1.7470 0.6407 -0.2510
H -1.3022 -1.0036 0.6292
H -1.5660 -0.8495 -1.1161
H 0.6145 1.5716 0.5253
H 1.2108 -0.7489 1.6727

=====

No. 16
11
Properties=species:S:1:pos:R:3 method="wB97M-V/def2-TZVPD" relative_energy_ev=1.817 smiles="O=CO.SPS" e_tot_ha=-1329.3043
C 0.5024 -1.9020 -1.1953
O 0.2026 -1.0601 -0.4272
O 1.3094 -2.9257 -1.0869
P -0.8138 1.7817 1.6049
S 1.1627 2.1943 0.9900
S -2.1439 2.0303 -0.0428
H -0.0186 -2.0961 -2.3060
H -0.8847 3.0647 2.1012
H -2.6027 0.6826 0.1805
H 1.4585 0.9972 0.4676
H 1.8281 -2.7669 -0.2860

=====

No. 17
10
Properties=species:S:1:pos:R:3 method="wB97M-V/def2-TZVPD" relative_energy_ev=1.047 charge=-1 e_tot_ha=-342.1162
O -0.2591 0.5698 0.9852
C -0.1776 -0.5123 0.3697
O 0.7352 -1.3791 0.0467
H -1.0626 -0.7538 -0.3237
H 1.7529 -0.7139 -1.5682
H 2.4710 -1.9725 -1.8696
O 2.3265 -1.0600 -2.2553
H -1.5434 2.6186 1.8190
H -1.8822 1.1314 1.3545
O -2.3608 2.0719 1.4417

=====

No. 18
8
Properties=species:S:1:pos:R:3 method="wB97M-V/def2-TZVPD" relative_energy_ev=3.895 e_tot_ha=-457.5380
C 1.1696 -0.6563 -0.1738
O -1.1630 -0.7505 0.5971
P -2.1856 -0.0382 -0.1897
H 1.7300 0.1044 0.3939
H 0.7003 -0.4138 -1.0670
H 1.6138 -1.6996 -0.0459
H -1.9851 1.2725 -0.7457
H -2.3761 -0.6703 -1.3324

=====

No. 19
9
Properties=species:S:1:pos:R:3 method="wB97M-V/def2-TZVPD" relative_energy_ev=2.889 e_tot_ha=-855.7943
C 1.0978 0.0407 1.3923
O -1.1534 0.5562 -3.2382
P -0.5985 -0.6411 -2.3132
S 0.3861 1.2749 0.2880
H 1.8564 0.5261 2.0008
H 1.5512 -0.7477 0.7980
H 0.3134 -0.3664 2.0253
H -1.7722 1.1762 -2.8467
H -1.6938 -0.7404 -1.4160

=====

No. 20
8
Properties=species:S:1:pos:R:3 method="wB97M-V/def2-TZVPD" relative_energy_ev=0.240 charge=-1 e_tot_ha=-514.5480
S 1.4413 0.0775 -0.9760
H 2.0526 1.2236 -1.3766
C -1.6597 0.2346 1.5018
O -1.2453 -0.6036 0.4692
H -0.8497 0.8695 1.8583
H -2.0827 -0.3991 2.2753
H -2.4566 0.9048 1.1537
H -0.5653 -0.1261 -0.0616

=====

No. 21
8
Properties=species:S:1:pos:R:3 method="wB97M-V/def2-TZVPD" multiplicity=2 e_tot_ha=-1274.8834 s_squared=0.75
H -0.6671 -0.4062 0.0110
C -1.3682 0.7105 0.3012
H -1.7448 0.3050 1.2522
H -1.2893 1.7803 0.5459
H -1.8723 0.7495 -0.6759
Yb 2.0549 1.0575 0.0654
O 1.0264 -0.8821 -0.2544
H 1.3417 -1.7419 0.0273

=====

No. 22
8
Properties=species:S:1:pos:R:3 method="wB97M-V/def2-TZVPD" relative_energy_ev=1.083 e_tot_ha=-780.5827
C 0.7126 -0.0685 0.6717
P -0.6738 -0.0343 -0.5259
S -2.4396 0.0168 0.2224
H 0.7028 0.8569 1.2506
H 0.5633 -0.9111 1.3521
H 1.6633 -0.1699 0.1529
H -0.3942 -1.0964 -1.3910
H -0.1344 1.4066 -1.7328

=====

No. 23
9
Properties=species:S:1:pos:R:3 method="wB97M-V/def2-TZVPD" relative_energy_ev=1.304 smiles=CSPS e_tot_ha=-1178.7989
C -0.8007 0.3031 -1.6322
P 0.2641 -1.2288 1.4677
S 0.5511 -0.3581 -0.4961
S 0.4842 0.3507 2.9262
H -0.7685 -0.2240 -2.5841
H -1.8532 0.2800 -1.1182
H -0.6010 1.3092 -1.9620
H 1.6515 -1.6080 1.4444
H 1.0725 1.1758 1.9543

=====

No. 24
9
Properties=species:S:1:pos:R:3 method="wB97M-V/def2-TZVPD" relative_energy_ev=2.846 multiplicity=3 e_tot_ha=-1178.6387 s_squared=2.01
C -1.1423 0.6868 0.2336
P 0.6082 -0.0009 -0.2658
S 2.1471 0.9049 0.2458
S 0.6551 -2.1168 0.1158
H -1.3129 1.4309 -0.6753
H -1.8951 -0.0372 -0.0100
H -1.0131 1.2606 1.2396
H 0.2463 -0.0053 -1.7414
H 1.7065 -2.1230 0.8578

=====

No. 25
8
Properties=species:S:1:pos:R:3 method="wB97M-V/def2-TZVPD" relative_energy_ev=0.642 charge=-1 e_tot_ha=-837.4791
S -3.0224 0.0000 0.4227
H -1.8715 0.0261 -0.3720
C 1.9764 1.1140 0.0594
S 1.9665 -0.6601 -0.4149
H 1.3267 1.3728 0.9247
H 2.9281 1.2146 0.6043
H 1.9482 1.7938 -0.8476
H 0.7040 -0.5299 -0.7905

=====

No. 26
9
Properties=species:S:1:pos:R:3 method="wB97M-V/def2-TZVPD" relative_energy_ev=0.474 charge=-1 e_tot_ha=-1235.6897
S -1.7781 -4.0048 2.7170
H -1.8068 -2.6679 2.7958
C 1.2373 2.3232 -1.3322
S 1.1460 0.9903 -0.1059
S -0.0226 -0.4605 -1.0263
H 2.2437 2.7577 -1.2919
H 1.0305 1.9527 -2.3295
H 0.5391 3.1208 -1.0871
H -2.5889 -4.0115 1.6601

=====

No. 27
9
Properties=species:S:1:pos:R:3 method="wB97M-V/def2-TZVPD" relative_energy_ev=2.362 e_tot_ha=-121.2576
B 0.8849 1.0462 0.2390
C -0.7296 -0.7576 -0.0010
N 0.2811 0.1176 -0.4568
H 1.8124 1.7011 -0.2990
H 0.6674 1.2416 1.3228
H -1.4905 -1.0207 -0.6994
H -0.3040 -1.9617 0.5615
H -1.3368 -0.4396 0.7688
H 0.2151 0.0731 -1.4358

=====

No. 28
10
Properties=species:S:1:pos:R:3 method="wB97M-V/def2-TZVPD" relative_energy_ev=1.969 e_tot_ha=-196.5502
B 0.5771 0.0121 -0.4088
C -1.5988 -0.2579 -0.1541
N 0.9558 0.4878 0.8894
O 1.2391 -0.2865 -1.5307
H -1.8020 0.7214 0.3147
H -1.6878 -1.0389 0.6750
H -1.9115 -0.3419 -1.1044
H 0.1667 0.2056 1.5697
H 1.8281 0.6323 1.3134
H 2.2332 -0.1339 -1.5642

=====

No. 29
16
Properties=species:S:1:pos:R:3 method="wB97M-V/def2-TZVPD" relative_energy_ev=0.000 charge=+1 multiplicity=9 e_tot_ha=-3120.1607 s_squared=20.02
Fe 0.2245 -1.0807 -1.9807
Fe 1.4828 0.5833 1.0088
F 0.1824 0.4631 -0.6581
C 2.5800 -1.8769 -0.1937
O 1.4034 -1.9976 -0.8082
O 3.4767 -2.6263 -0.4514
O 2.6709 -0.9095 0.7019
O -2.7687 0.1727 0.7876
H -2.0521 0.6987 0.4149
H -3.5740 0.6214 0.5080
O -0.9001 2.4928 -2.5034
H -0.5569 1.9460 -1.7880
H -1.3858 3.1975 -2.0625
O -0.0424 -0.3028 2.1466
H -0.9895 -0.4863 2.0248
H 0.2488 -0.8952 2.8535

=====

No. 30
12
Properties=species:S:1:pos:R:3 method="wB97M-V/def2-TZVPD" relative_energy_ev=0.092 smiles="N/C(=N/[NH3+])NI" charge=+1 e_tot_ha=-558.1086
C -0.2624 -0.5681 0.7545
N 0.5623 0.3420 0.3923
N 0.1184 -1.4463 1.6802
N -1.4086 -0.7986 0.0816
N 0.4101 0.8370 -0.9577
I -2.5968 -2.6066 0.1313
H 1.0771 -1.4531 2.1265
H -0.6426 -1.6687 2.4061
H -1.7813 0.0267 -0.4009
H 1.3713 1.1479 -1.1959
H -0.1440 1.6761 -1.0368
H 0.0897 0.1226 -1.5681

=====

No. 31
8
Properties=species:S:1:pos:R:3 method="wB97M-V/def2-TZVPD" relative_energy_ev=4.170 charge=+1 multiplicity=3 e_tot_ha=-95.8004 s_squared=2.00
C -0.1222 0.4827 0.6335
N 0.0746 -0.3689 -0.5779
H -1.1485 0.2482 1.0498
H 0.6628 0.1392 1.2161
H 0.0757 1.5636 0.3963
H 1.0663 -0.3808 -0.9168
H -0.6304 -0.1983 -1.3028
H 0.0216 -1.4857 -0.4982

=====

No. 32
9
Properties=species:S:1:pos:R:3 method="wB97M-V/def2-TZVPD" relative_energy_ev=1.991 smiles=CNN e_tot_ha=-151.1258
C -0.8195 0.3506 -0.6471
N 0.7332 -0.0717 1.1873
N 0.5754 0.0430 -0.4708
H -1.3506 0.2735 -1.5844
H -1.3856 -0.2461 0.0959
H -0.9088 1.4239 -0.5036
H 0.7780 -1.0828 1.2831
H 1.7146 0.2117 1.2920
H 0.6634 -0.9020 -0.6524

=====

No. 33
11
Properties=species:S:1:pos:R:3 method="wB97M-V/def2-TZVPD" relative_energy_ev=5.262 smiles="[H]/N=[NH+]/[O-].CO" e_tot_ha=-301.5507
C -0.5782 -0.8590 1.2749
N 1.4911 2.1169 -2.3242
N 0.7502 1.2270 -1.8545
O -0.2733 -0.4614 -0.0240
O -0.0623 0.5539 -2.4548
H 0.4105 -0.9501 1.8301
H -1.1290 -1.9295 1.2737
H -1.2901 -0.2155 1.8064
H 1.8817 2.6116 -1.5570
H -0.7628 -1.1165 -0.5424
H 0.8425 0.8814 -0.7326

=====

No. 34
12
Properties=species:S:1:pos:R:3 method="wB97M-V/def2-TZVPD" relative_energy_ev=1.607 e_tot_ha=-699.7913
C -0.3003 -1.2775 0.3758
N 1.8392 1.8473 0.2330
N 0.0181 1.0618 -1.1752
O -1.3439 -0.6224 1.0373
O 0.8764 -0.5319 0.5888
S 0.4687 1.2158 0.4629
H -0.5817 -1.2427 -0.6889
H -0.9760 -0.3013 1.8955
H -0.1694 -2.2643 0.6470
H 2.1515 2.2265 1.1293
H -0.7938 1.4615 -1.5003
H 0.8457 1.3243 -1.7400

=====

No. 35
12
Properties=species:S:1:pos:R:3 method="wB97M-V/def2-TZVPD" relative_energy_ev=1.869 smiles="CO[S@@](=N)(N)=O" e_tot_ha=-699.7816
C 1.8084 0.2507 -0.0311
N -2.0112 0.4304 -1.1494
N -0.6776 -0.9190 0.8682
O -0.6801 1.6876 0.4337
O 0.6613 -0.1124 -0.7954
S -0.8280 0.3871 -0.2254
H 1.7387 -0.2339 0.9400
H 1.7000 1.3252 0.2136
H 2.6151 0.1206 -0.7232
H -2.2023 -0.3890 -1.6483
H -1.0658 -0.9048 1.8203
H -1.0586 -1.6426 0.2970

=====

No. 36
12
Properties=species:S:1:pos:R:3 method="wB97M-V/def2-TZVPD" relative_energy_ev=3.304 multiplicity=3 e_tot_ha=-699.5656 s_squared=2.01
C 0.8765 0.6699 -0.0673
N -1.7869 1.2004 -0.1149
N 1.7691 -0.4329 0.0836
O -0.8456 -0.8446 1.2323
O -0.9645 -0.8880 -1.2709
S -0.7802 0.0465 0.0360
H 0.7685 1.5355 0.7489
H 1.1090 0.9856 -1.1290
H -2.5447 1.3383 0.5013
H 2.1972 -0.5311 0.9826
H -0.9298 -1.8446 -1.1718
H 1.1314 -1.2352 0.1690

=====

No. 37
15
Properties=species:S:1:pos:R:3 method="wB97M-V/def2-TZVPD" relative_energy_ev=0.000 e_tot_ha=-1248.4586
C 2.7030 -0.4004 -0.1210
N -0.6884 0.3236 -0.5356
N 2.2494 0.6176 -0.6785
O -1.2770 2.4304 0.7684
O -2.9832 0.7135 0.6044
O -0.2372 -1.9284 1.1127
O -2.4553 -1.5403 0.0292
S -1.5263 1.0816 1.0112
S -0.9706 -1.6657 -0.0796
H -2.8949 -0.3544 0.4228
H 1.9614 -1.1468 0.0807
H 3.8776 -0.4263 0.2011
H 0.3596 0.5739 -0.6312
H -1.0709 0.3931 -1.4544
H 2.9527 1.3286 -0.7303

=====

No. 38
11
Properties=species:S:1:pos:R:3 method="wB97M-V/def2-TZVPD" relative_energy_ev=4.054 e_tot_ha=-833.7285
C 2.2907 0.8719 0.3321
N -1.0821 -1.4141 0.3261
N -1.8740 -0.4017 0.0383
P 1.1061 -0.2093 -0.0988
P -1.3645 1.1691 0.2207
H 3.3811 0.5824 0.3830
H 2.0208 1.7196 0.9153
H -1.4307 -2.0835 -0.2319
H -2.4567 -0.7257 -0.8126
H 1.9550 -1.1973 -0.6260
H -2.5456 1.6887 -0.4463

=====

No. 39
10
Properties=species:S:1:pos:R:3 method="wB97M-V/def2-TZVPD" relative_energy_ev=0.513 e_tot_ha=-549.3684
S 0.3434 -1.8522 1.4534
H -0.9311 -1.8097 1.9776
N -0.0765 -0.2844 -1.3366
C 0.0320 0.8908 -0.7127
N 0.4094 0.9212 0.5318
H 0.1495 -1.1294 -0.7973
H -0.6209 -0.2538 -2.1789
H -0.2444 1.8072 -1.2169
H 0.4916 1.8112 1.0008
H 0.4470 -0.1009 1.2789

=====

No. 40
10
Properties=species:S:1:pos:R:3 method="wB97M-V/def2-TZVPD" relative_energy_ev=3.325 charge=+1 e_tot_ha=-205.6352
C -2.1569 0.3915 0.0347
N 0.8044 0.7006 -0.3685
N -1.6241 -0.5214 -0.3849
N 0.8888 -0.6969 0.0095
H -2.6784 1.1158 0.6286
H 0.5490 1.0176 0.6015
H 1.7447 1.0827 -0.4933
H -0.1622 -0.9885 -0.0350
H 1.1969 -1.1679 -0.8206
H 1.4379 -0.9336 0.8280